C19H35As2NOPb | wB97M-V/def2-TZVPD

Element x y z (Å)
Pb: 0.5947 0.2698 -0.8142
As: -0.1341 -0.8587 2.7603
As: -1.0579 -2.0432 -0.2787
O: -0.5995 2.8626 0.2438
N: 0.8337 4.3597 -0.6317
C: -0.0653 1.0562 3.2308
C: -2.0279 -0.9286 2.2466
C: -0.3956 3.8096 -0.5013
C: 2.3511 -0.3341 -1.8663
C: 1.1092 5.4987 -1.4747
C: -2.4087 -1.4720 1.0189
C: 3.0497 -1.6349 -2.1803
C: -1.2624 -3.9867 0.0814
C: -1.4990 4.4149 -1.3376
C: -4.3622 -0.6713 2.8390
C: 4.5653 -1.4086 -2.3241
C: 1.9368 3.7701 0.0955
C: -3.7599 -1.6369 0.7373
C: 2.7757 -2.6566 -1.0696
C: -4.7356 -1.2522 1.6390
C: -2.1215 -1.9472 -1.9412
C: -0.3813 -1.5414 4.6222
C: -3.0188 -0.5140 3.1293
C: 2.5378 -2.2253 -3.5068
H: 0.5970 6.3946 -1.1108
H: -1.3158 4.2246 -2.3944
H: -4.0639 -2.0836 -0.2028
H: 1.4622 -2.3924 -3.4528
H: 2.7512 -1.5480 -4.3319
H: -2.7992 -2.7903 -2.0710
H: -1.0867 -0.9499 5.2050
H: 4.7601 -0.7394 -3.1621
H: -0.5330 1.6394 2.4398
H: 2.6177 4.5412 0.4510
H: 2.9402 0.4973 -2.2598
H: -2.4358 3.9419 -1.0597
H: 3.1194 -2.2735 -0.1106
H: 4.9712 -0.9602 -1.4187
H: -1.5719 5.4855 -1.1765
H: -0.7456 -4.5640 -0.6860
H: -2.7411 -0.0601 4.0740
H: 0.5806 -1.5351 5.1389
H: 1.5276 3.2277 0.9448
H: -2.3162 -4.2675 0.0971
H: 1.6980 -2.8306 -0.9956
H: 2.1776 5.7019 -1.4651
H: 5.0865 -2.3472 -2.5156
H: 3.0348 -3.1747 -3.7052
H: -1.4360 -1.9256 -2.7907
H: -2.6886 -1.0148 -1.9531
H: -0.7398 -2.5709 4.5904
H: 2.4881 3.0633 -0.5298
H: 0.9675 1.3939 3.3346
H: -0.8219 -4.2188 1.0524
H: 3.2713 -3.6057 -1.2734
H: -0.5832 1.2376 4.1715
H: -5.1166 -0.3487 3.5472
H: -5.7824 -1.4010 1.4083
H: 0.8035 5.3239 -2.5084

Cartesian forces (eV/Å) of the 3 atoms listed first:
0.91 0.00 -0.43
-0.03 0.15 0.64
-0.81 -0.97 -0.15

Values from the calculation:
HOMO-LUMO gap (alpha / beta) ... 6.56 / 6.56 eV
HOMO energy (alpha / beta) ... -6.1 / -6.1 eV
E_LUMO (alpha / beta) ... 0.5 / 0.5 eV

And the Mulliken charges, in e, turn out to be:
1 Pb 0.453
2 As 0.191
3 As 0.441
4 O -0.563
5 N 0.237
6 C -1.006
7 C 0.190
8 C 0.793
9 C -1.358
10 C -1.105
11 C 0.238
12 C 2.410
13 C -1.195
14 C -1.397
15 C -0.790
16 C -1.935
17 C -1.026
18 C -0.450
19 C -1.512
20 C -0.743
21 C -1.341
22 C -1.248
23 C -0.208
24 C -1.506
25 H 0.324
26 H 0.319
27 H 0.313
28 H 0.221
29 H 0.408
30 H 0.411
31 H 0.376
32 H 0.455
33 H 0.209
34 H 0.459
35 H 0.189
36 H 0.331
37 H 0.334
38 H 0.417
39 H 0.391
40 H 0.397
41 H 0.208
42 H 0.402
43 H 0.258
44 H 0.438
45 H 0.218
46 H 0.402
47 H 0.423
48 H 0.396
49 H 0.353
50 H 0.439
51 H 0.357
52 H 0.278
53 H 0.391
54 H 0.331
55 H 0.439
56 H 0.417
57 H 0.382
58 H 0.398
59 H 0.343